# C3H7NS2

3 unconnected molecules or ions with the total composition C3H7NS2 at a distorted geometry (wB97M-V/def2-TZVPD, OMol25).

Geometry as XYZ:
```
13
Properties=species:S:1:pos:R:3:lowdin_charge:R:1
C 0.726 -1.715 0.837 -0.48
C 1.330 1.706 0.379 -0.22
C -0.963 0.980 0.095 -0.67
H 0.306 -3.116 0.840 0.16
H 1.393 -1.474 1.797 0.02
H -0.594 -1.000 0.804 -0.01
H 2.185 1.258 0.960 0.09
H 1.956 2.019 -0.577 0.12
H 0.643 2.451 0.862 0.09
H -1.008 2.074 0.492 0.10
N 0.420 0.812 -0.073 -0.59
S 1.232 -0.667 -0.667 0.77
S -2.131 -0.191 -0.116 0.63
```

Computed properties:
Kohn-Sham gap (eV): 8.57
LUMO (eV): 0.1
Molecular weight (g mol⁻¹): 121.2
Total charge: 0
Multiplicity: 1
DFT total energy (eV): -26379.642
Energy above the lowest of the compared OMol25 structures with the same formula, charge and spin (kcal per mole): 127.60
Maximum force (eV/Å): 6.1



# C3H7NS2

2 unconnected molecules or ions with the total composition C3H7NS2 at a distorted geometry (wB97M-V/def2-TZVPD, OMol25).

Geometry as XYZ:
```
13
Properties=species:S:1:pos:R:3:lowdin_spin:R:1
C 0.925 1.612 0.223 0.13
C -0.065 1.760 -0.726 0.42
C 1.759 3.593 1.184 0.02
N 1.133 2.503 1.200 0.34
H 1.537 0.713 0.259 0.00
H -0.835 2.516 -0.625 0.02
H -0.058 1.101 -1.584 0.02
H 1.799 4.207 2.078 0.01
H 2.292 3.966 0.313 0.02
S -1.761 -1.759 -0.110 0.01
S 0.074 -2.516 -0.669 0.00
H -1.488 -0.454 -0.277 0.00
H 0.688 -2.451 0.525 0.00
```

Computed properties:
Kohn-Sham gap (spin up / spin down) (eV): 7.88 / 4.47
LUMO (spin up / spin down) (eV): -4.9 / -8.3
Molecular weight (g mol⁻¹): 121.2
Total charge: +1
Multiplicity: 2
<S²>: 0.771
DFT total energy (eV): -26374.750
Energy above the lowest of the compared OMol25 structures with the same formula, charge and spin (kcal per mole): 0.00
Maximum force (eV/Å): 1.7



# C3H7O

2 unconnected molecules or ions with the total composition C3H7O at a distorted geometry (wB97M-V/def2-TZVPD, OMol25).

Geometry as XYZ:
```
11
Properties=species:S:1:pos:R:3:lowdin_charge:R:1
O -2.177 1.010 0.459 -0.12
H -1.753 0.145 0.615 0.00
C 1.536 0.395 0.334 -0.19
C 0.504 -0.027 -0.470 -0.47
C -0.146 -1.287 -0.371 -0.19
H 1.783 1.452 0.432 -0.03
H -1.372 1.472 0.190 0.00
H 2.280 -0.278 0.746 -0.01
H 0.166 0.643 -1.259 0.07
H -1.089 -1.428 -0.890 -0.03
H 0.268 -2.097 0.214 -0.02
```

Computed properties:
Kohn-Sham gap (eV): 5.93
LUMO (eV): 4.9
Molecular weight (g mol⁻¹): 59.1
Total charge: -1
Multiplicity: 1
DFT total energy (eV): -5270.383
Energy above the lowest of the compared OMol25 structures with the same formula, charge and spin (kcal per mole): 30.12
Maximum force (eV/Å): 2.1



# C3H7O

A single C3H7O molecule at a distorted geometry (wB97M-V/def2-TZVPD, OMol25).

Geometry as XYZ:
```
11
Properties=species:S:1:pos:R:3:lowdin_spin:R:1
C -0.864 0.928 -0.307 0.11
O -1.033 2.222 -0.039 0.78
C 0.459 0.333 0.301 0.02
C 0.506 -1.186 0.188 0.01
H -0.810 0.817 -1.410 0.07
H -1.640 0.153 -0.083 0.01
H 0.469 0.678 1.333 0.00
H 1.235 0.767 -0.327 0.00
H 0.134 -1.508 -0.786 0.00
H -0.027 -1.774 0.930 0.00
H 1.572 -1.428 0.199 0.00
```

Computed properties:
Kohn-Sham gap (spin up / spin down) (eV): 11.41 / 8.34
LUMO (spin up / spin down) (eV): 1.1 / -1.5
Molecular weight (g mol⁻¹): 59.1
Total charge: 0
Multiplicity: 2
<S²>: 0.754
DFT total energy (eV): -5269.443
Energy above the lowest of the compared OMol25 structures with the same formula, charge and spin (kcal per mole): 9.88
Maximum force (eV/Å): 2.4



# C3H7O2

3 unconnected molecules or ions with the total composition C3H7O2 at a distorted geometry (wB97M-V/def2-TZVPD, OMol25).

Geometry as XYZ:
```
12
Properties=species:S:1:pos:R:3:lowdin_charge:R:1
C 0.079 -1.241 1.813 -0.16
O 0.015 -1.866 2.840 -0.05
H 0.726 -0.333 1.685 0.08
H -0.562 -1.344 0.920 0.07
H 5.298 1.579 -2.121 0.00
C -0.797 0.714 -2.541 -0.14
C -0.124 1.023 -1.384 -0.59
O -0.484 1.091 -0.165 -0.23
H -0.327 0.890 -3.501 -0.03
H -1.858 0.466 -2.501 -0.01
H 0.918 1.355 -1.597 0.06
H 4.600 1.407 -2.181 0.00
```

Computed properties:
Kohn-Sham gap (eV): 6.44
LUMO (eV): 4.0
Molecular weight (g mol⁻¹): 75.1
Total charge: -1
Multiplicity: 1
DFT total energy (eV): -7317.706
Energy above the lowest of the compared OMol25 structures with the same formula, charge and spin (kcal per mole): 74.84
Maximum force (eV/Å): 1.7



# C3H7O2

3 unconnected molecules or ions with the total composition C3H7O2 at a distorted geometry (wB97M-V/def2-TZVPD, OMol25).

Geometry as XYZ:
```
12
Properties=species:S:1:pos:R:3:lowdin_charge:R:1
C -1.719 -0.672 0.245 -0.16
O -2.613 -1.377 -0.159 -0.05
H -0.843 -1.167 0.675 0.06
H -1.683 0.426 0.298 0.07
H 3.975 -0.852 -0.835 0.01
C 1.293 1.854 0.470 -0.12
C 0.958 0.790 -0.349 -0.60
O 1.117 -0.437 -0.092 -0.25
H 1.127 2.852 0.072 -0.03
H 1.788 1.774 1.427 -0.01
H 0.453 1.095 -1.290 0.07
H 3.839 -1.115 -0.157 0.01
```

Computed properties:
Kohn-Sham gap (eV): 6.62
LUMO (eV): 4.2
Molecular weight (g mol⁻¹): 75.1
Total charge: -1
Multiplicity: 1
DFT total energy (eV): -7317.705
Energy above the lowest of the compared OMol25 structures with the same formula, charge and spin (kcal per mole): 74.87
Maximum force (eV/Å): 1.7



# C3H7O2

2 unconnected molecules or ions with the total composition C3H7O2 at a distorted geometry (wB97M-V/def2-TZVPD, OMol25).

Geometry as XYZ:
```
12
Properties=species:S:1:pos:R:3:lowdin_charge:R:1
O 2.243 -1.198 -0.993 -0.05
C 1.277 -0.516 -0.691 -0.31
C 1.247 0.952 -1.114 -0.09
H 0.499 -0.749 0.086 0.08
H 2.285 1.252 -1.275 0.06
H 0.760 1.562 -0.358 0.04
H 0.708 1.041 -2.063 0.07
C -1.823 -0.472 1.284 -0.43
O -0.800 0.289 0.777 -0.45
H -2.770 -0.363 0.703 0.03
H -1.595 -1.567 1.300 0.03
H -2.030 -0.232 2.344 0.02
```

Computed properties:
Kohn-Sham gap (eV): 6.92
LUMO (eV): 4.4
Molecular weight (g mol⁻¹): 75.1
Total charge: -1
Multiplicity: 1
DFT total energy (eV): -7318.430
Energy above the lowest of the compared OMol25 structures with the same formula, charge and spin (kcal per mole): 58.14
Maximum force (eV/Å): 1.6



# C3H7O2

A gas-phase ion, C3H7O2 (charge -1) at a distorted geometry (wB97M-V/def2-TZVPD, OMol25).

Geometry as XYZ:
```
12
Properties=species:S:1:pos:R:3:lowdin_charge:R:1
C 0.099 -0.239 -1.819 -0.20
O 0.406 0.457 -0.646 -0.21
C -0.067 -0.363 0.503 -0.71
C -0.051 0.691 1.667 -0.08
O 0.730 -1.372 0.729 -0.25
H -0.973 -0.311 -2.033 0.06
H 0.626 0.147 -2.691 0.06
H 0.456 -1.268 -1.662 0.07
H -1.137 -0.645 0.326 0.11
H -0.574 1.616 1.368 0.05
H 0.994 0.969 1.688 0.05
H -0.508 0.318 2.570 0.05
```

Computed properties:
Kohn-Sham gap (eV): 7.04
LUMO (eV): 4.5
Molecular weight (g mol⁻¹): 75.1
Total charge: -1
Multiplicity: 1
SMILES: CO[C@H](C)[O-]
DFT total energy (eV): -7318.927
Energy above the lowest of the compared OMol25 structures with the same formula, charge and spin (kcal per mole): 46.68
Maximum force (eV/Å): 1.9



# C3H7O2

A single C3H7O2 molecule at a distorted geometry (wB97M-V/def2-TZVPD, OMol25).

Geometry as XYZ:
```
12
Properties=species:S:1:pos:R:3:lowdin_spin:R:1
C -0.471 -0.038 -0.163 0.11
C 0.432 1.034 0.103 0.01
O 0.708 2.158 -0.724 0.01
C -0.089 -1.603 0.400 0.12
O -1.019 -2.466 0.650 0.65
H -0.430 -0.152 -1.302 0.00
H -1.508 -0.038 0.171 0.01
H -0.013 1.261 1.028 0.00
H 1.445 0.547 0.208 0.00
H -0.232 2.427 -1.006 0.00
H 0.571 -1.709 -0.571 0.09
H 0.606 -1.423 1.206 0.00
```

Computed properties:
Kohn-Sham gap (spin up / spin down) (eV): 10.91 / 7.86
LUMO (spin up / spin down) (eV): 0.8 / -2.1
Molecular weight (g mol⁻¹): 75.1
Total charge: 0
Multiplicity: 2
<S²>: 0.759
DFT total energy (eV): -7315.027
Energy above the lowest of the compared OMol25 structures with the same formula, charge and spin (kcal per mole): 54.49
Maximum force (eV/Å): 6.9



# C3H7O2

2 unconnected molecules or ions with the total composition C3H7O2 at a distorted geometry (wB97M-V/def2-TZVPD, OMol25).

Geometry as XYZ:
```
12
Properties=species:S:1:pos:R:3:lowdin_charge:R:1
C -2.382 -1.082 0.844 0.17
C 2.282 0.366 -0.547 0.12
C -1.005 0.296 -0.384 -0.09
O -0.880 1.045 0.687 0.24
O -1.797 -0.705 -0.302 0.11
H -3.141 -1.852 0.931 0.12
H -2.289 -0.510 1.780 0.12
H 1.586 0.411 -1.410 -0.01
H 1.644 0.177 0.256 -0.06
H 3.312 0.705 -0.447 0.02
H -0.603 0.468 -1.310 0.15
H -0.395 1.775 0.490 0.10
```

Computed properties:
Kohn-Sham gap (spin up / spin down) (eV): 8.90 / 6.49
LUMO (spin up / spin down) (eV): -5.6 / -6.5
Molecular weight (g mol⁻¹): 75.1
Total charge: +1
Multiplicity: 1
DFT total energy (eV): -7306.420
Energy above the lowest of the compared OMol25 structures with the same formula, charge and spin (kcal per mole): 109.20
Maximum force (eV/Å): 5.0



# C3H7O2P

A single C3H7O2P molecule at a distorted geometry (wB97M-V/def2-TZVPD, OMol25).

Geometry as XYZ:
```
13
Properties=species:S:1:pos:R:3:lowdin_charge:R:1
C -1.236 -0.212 0.316 -0.19
C 0.912 0.172 0.369 -0.28
C -1.661 -1.605 0.076 -0.07
O -0.267 0.121 1.237 -0.22
O 2.580 2.200 -0.038 -0.40
P 1.155 1.646 -0.652 0.79
H -1.566 0.586 -0.337 0.10
H 1.158 -0.808 -0.034 0.06
H -2.705 -1.709 0.383 0.08
H -1.067 -2.309 0.656 0.09
H -1.608 -1.872 -0.982 0.08
H 2.480 2.821 0.686 0.03
H 1.825 0.968 -1.681 -0.05
```

Computed properties:
Kohn-Sham gap (spin up / spin down) (eV): 7.49 / 8.89
LUMO (spin up / spin down) (eV): -0.5 / 0.4
Molecular weight (g mol⁻¹): 106.1
Total charge: 0
Multiplicity: 1
DFT total energy (eV): -16604.254
Energy above the lowest of the compared OMol25 structures with the same formula, charge and spin (kcal per mole): 102.24
Maximum force (eV/Å): 2.7



# C3H7O2P

A single C3H7O2P molecule at a distorted geometry (wB97M-V/def2-TZVPD, OMol25).

Geometry as XYZ:
```
13
Properties=species:S:1:pos:R:3:lowdin_charge:R:1
C -1.998 0.236 0.238 -0.21
P -0.243 0.623 0.433 0.56
O 0.113 1.970 0.007 -0.36
C 0.555 -0.668 -0.597 -0.20
C 2.193 -0.229 -0.363 -0.23
O 2.575 0.243 0.674 0.03
H -2.232 -0.716 0.851 0.09
H -2.513 1.141 0.648 0.06
H -2.119 0.159 -0.767 -0.01
H 0.103 0.123 1.766 0.06
H 0.609 -1.643 -0.170 0.07
H 0.181 -0.560 -1.559 0.05
H 2.777 -0.680 -1.160 0.10
```

Computed properties:
Kohn-Sham gap (eV): 10.71
LUMO (eV): 0.8
Molecular weight (g mol⁻¹): 106.1
Total charge: 0
Multiplicity: 1
SMILES: C[P@H](=O)CC=O
DFT total energy (eV): -16607.418
Energy above the lowest of the compared OMol25 structures with the same formula, charge and spin (kcal per mole): 29.28
Maximum force (eV/Å): 5.3



# C3H7O2PS2

2 unconnected molecules or ions with the total composition C3H7O2PS2 at a distorted geometry (wB97M-V/def2-TZVPD, OMol25).

Geometry as XYZ:
```
15
Properties=species:S:1:pos:R:3:lowdin_charge:R:1
O -3.575 -0.445 1.166 -0.46
P -2.327 -1.036 0.328 0.28
S -3.489 -2.006 -1.262 0.33
S -1.886 -2.752 1.570 0.31
H -4.307 -1.038 0.956 0.01
H -4.080 -0.851 -1.571 -0.21
H -2.884 -2.622 2.489 -0.18
C 0.950 0.188 -0.500 0.12
C 1.849 0.980 -0.612 -0.24
O 2.606 1.957 -1.056 -0.08
C 3.890 1.994 -0.453 -0.11
H 0.324 -0.575 -0.271 -0.07
H 3.892 2.185 0.696 0.12
H 4.500 2.889 -0.891 0.12
H 4.538 1.134 -0.587 0.08
```

Computed properties:
Kohn-Sham gap (eV): 9.62
LUMO (eV): 0.5
Molecular weight (g mol⁻¹): 170.2
Total charge: 0
Multiplicity: 1
SMILES: OP(S)S.C#COC
DFT total energy (eV): -38276.105
Energy above the lowest of the compared OMol25 structures with the same formula, charge and spin (kcal per mole): 59.06
Maximum force (eV/Å): 3.9



# C3H7O2S

2 unconnected molecules or ions with the total composition C3H7O2S (wB97M-V/def2-TZVPD, OMol25).

Geometry as XYZ:
```
13
Properties=species:S:1:pos:R:3:lowdin_charge:R:1
C -0.053 -1.162 1.127 -0.20
C -1.156 -0.125 1.011 -0.65
S -2.127 -0.304 -0.513 0.62
H 0.621 -1.059 0.271 0.05
H -0.461 -2.175 1.086 0.05
H 0.517 -1.043 2.051 0.06
H -1.873 -0.195 1.828 0.04
H -0.682 0.859 1.054 0.06
H -1.016 -0.119 -1.264 -0.16
O 2.331 0.876 -0.779 -0.12
C 1.564 1.317 -1.649 -0.66
O 0.373 1.003 -1.896 -0.18
H 1.963 2.126 -2.326 0.09
```

Computed properties:
Kohn-Sham gap (eV): 7.99
LUMO (eV): 3.6
Molecular weight (g mol⁻¹): 107.2
Total charge: -1
Multiplicity: 1
DFT total energy (eV): -18156.359
Energy above the lowest of the compared OMol25 structures with the same formula, charge and spin (kcal per mole): 5.88
Maximum force (eV/Å): 0.5



# C3H7O2S

2 unconnected molecules or ions with the total composition C3H7O2S (wB97M-V/def2-TZVPD, OMol25).

Geometry as XYZ:
```
13
Properties=species:S:1:pos:R:3:lowdin_charge:R:1
O 2.187 2.421 -0.100 -0.01
C 1.406 1.537 0.174 -0.32
C 0.657 1.456 1.453 -0.28
C -0.009 0.098 1.778 -0.77
S -0.869 -0.693 0.372 0.09
H 1.136 0.735 -0.524 0.05
H 1.213 1.851 2.312 0.10
H -0.204 2.118 1.300 0.11
H 0.740 -0.600 2.128 0.02
H -0.729 0.336 2.564 0.03
H -1.009 -2.869 -3.087 0.04
H -2.543 -2.936 -2.782 0.03
O -1.852 -3.250 -3.372 -0.08
```

Computed properties:
Kohn-Sham gap (eV): 6.53
LUMO (eV): 3.7
Molecular weight (g mol⁻¹): 107.2
Total charge: -1
Multiplicity: 1
DFT total energy (eV): -18155.412
Energy above the lowest of the compared OMol25 structures with the same formula, charge and spin (kcal per mole): 27.72
Maximum force (eV/Å): 1.0



# C3H7O2S

2 unconnected molecules or ions with the total composition C3H7O2S at a distorted geometry (wB97M-V/def2-TZVPD, OMol25).

Geometry as XYZ:
```
13
Properties=species:S:1:pos:R:3:lowdin_charge:R:1
C -1.971 0.856 -1.126 -0.22
C -1.200 0.323 0.074 -0.67
S -0.892 -1.493 0.012 0.45
H -2.678 0.110 -1.497 0.05
H -1.307 1.339 -1.836 0.05
H -2.541 1.754 -0.861 0.05
H -0.203 0.782 -0.019 0.04
H -1.442 0.592 1.103 0.05
H 0.660 -1.364 0.308 -0.09
O 3.699 -0.078 1.706 -0.05
C 2.921 -0.700 1.007 -0.59
O 1.638 -0.780 0.968 -0.18
H 3.316 -1.341 0.160 0.11
```

Computed properties:
Kohn-Sham gap (eV): 7.85
LUMO (eV): 3.8
Molecular weight (g mol⁻¹): 107.2
Total charge: -1
Multiplicity: 1
DFT total energy (eV): -18155.567
Energy above the lowest of the compared OMol25 structures with the same formula, charge and spin (kcal per mole): 24.16
Maximum force (eV/Å): 2.7



# C3H7O3

2 unconnected molecules or ions with the total composition C3H7O3 at a distorted geometry (wB97M-V/def2-TZVPD, OMol25).

Geometry as XYZ:
```
13
Properties=species:S:1:pos:R:3:lowdin_charge:R:1
C 1.783 -1.860 0.820 -0.18
O 1.335 -1.418 -0.445 -0.16
H 0.879 -0.528 -0.427 0.05
H 0.979 -1.605 1.470 0.06
H 1.804 -2.876 0.861 0.03
H 2.733 -1.376 1.111 0.08
C -1.884 0.961 -0.492 -0.06
C -0.744 2.035 -0.368 -0.76
O 0.438 1.470 -0.399 -0.17
O -0.908 3.232 -0.259 -0.05
H -1.904 0.244 0.257 0.01
H -1.597 0.347 -1.405 0.07
H -2.914 1.375 -0.723 0.07
```

Computed properties:
Kohn-Sham gap (eV): 8.02
LUMO (eV): 3.9
Molecular weight (g mol⁻¹): 91.1
Total charge: -1
Multiplicity: 1
DFT total energy (eV): -9367.846
Energy above the lowest of the compared OMol25 structures with the same formula, charge and spin (kcal per mole): 30.27
Maximum force (eV/Å): 3.9